C2H3NS | wB97M-V/def2-TZVPD

For the energy above the lowest of the compared OMol25 structures with the same formula, charge and spin, the calculation gives 1.986 eV. Its spin multiplicity is 1. The HOMO-LUMO gap is 8.3844 eV. As for the HOMO energy: -0.327 hartree. The calculation puts the LUMO energy at -0.52 eV. Its SMILES is C#N.C=S.

The geometry in XYZ format:
```
7
Properties=species:S:1:pos:R:3:forces:R:3:nbo_charge:R:1
C -0.97058 1.32986 -0.99125 0.12 -0.09 -0.58 0.0998
N -0.88292 1.68365 0.06712 -0.17 1.09 3.35 -0.3109
H -0.80728 1.06076 -1.94529 0.00 -0.91 -2.83 0.2158
C 0.72221 -0.99537 0.69308 -1.92 -0.73 -0.27 -0.4636
S 0.33126 -2.33039 -0.21339 0.13 1.73 1.34 0.0282
H 1.76713 -0.70079 0.58064 -0.32 0.49 0.57 0.1964
H -0.07125 -0.37155 1.35125 2.16 -1.57 -1.59 0.2344
```
Forces are in eV/Å.